1.
The following is a quantum chemistry calculation of a molecular structure, C32H33N7NaS, from OMol25.

Properties
LUMO level (alpha / beta), eV: 1.55 / 1.54
Charge: -1
Energy above the lowest of the compared OMol25 structures with the same formula, charge and spin, kJ/mol: 193.06
HOMO-LUMO gap (alpha / beta), eV: 4.1 / 3.5

```
74
C32H33N7NaS (ωB97M-V/def2-TZVPD)
Na 1.524 0.034 -0.168
C 1.686 -2.185 -2.311
N 3.067 -2.499 -1.967
C 3.239 -3.536 -0.971
C 2.861 -3.081 0.407
N 3.227 -1.959 0.966
C 2.855 -2.067 2.296
C 3.012 -1.172 3.352
C 2.547 -1.552 4.594
C 1.946 -2.799 4.807
C 1.797 -3.707 3.777
C 2.256 -3.315 2.527
N 2.253 -3.932 1.293
C 1.633 -0.923 -3.095
N 1.897 0.257 -2.613
C 1.690 1.138 -3.649
C 1.817 2.524 -3.690
C 1.514 3.164 -4.877
C 1.089 2.461 -6.008
C 0.957 1.082 -5.990
C 1.267 0.444 -4.798
N 1.235 -0.876 -4.413
H 1.139 -2.043 -1.372
H 1.185 -2.993 -2.867
H 3.597 -2.716 -2.800
H 4.303 -3.779 -0.952
H 2.692 -4.467 -1.200
H 3.449 -0.197 3.184
H 2.625 -0.858 5.422
H 1.565 -3.037 5.790
H 1.303 -4.658 3.936
H 1.844 -4.823 1.077
H 2.119 3.070 -2.807
H 1.592 4.243 -4.935
H 0.843 2.999 -6.915
H 0.614 0.533 -6.858
H 0.932 -1.653 -4.971
N -1.877 1.458 6.111
C -1.886 0.228 5.444
S -2.756 -1.039 6.166
C -1.136 0.112 4.252
C -1.109 -1.085 3.482
C -0.370 -1.153 2.336
N 0.392 -0.155 1.836
C 0.350 0.989 2.543
C -0.356 1.175 3.703
H -2.622 1.514 6.786
H -1.814 2.276 5.520
H -1.685 -1.934 3.824
H -0.367 -2.072 1.754
H 0.936 1.808 2.131
H -0.286 2.132 4.207
C -2.210 -0.375 -0.521
C -1.784 0.863 -1.329
C -1.873 0.498 -2.825
C -0.340 1.265 -1.037
C -2.758 1.983 -0.970
C -3.853 2.342 -1.754
C -4.710 3.367 -1.368
C -4.500 4.045 -0.179
C -3.425 3.683 0.625
C -2.569 2.667 0.234
H -1.546 -1.215 -0.755
H -3.243 -0.655 -0.758
H -2.139 -0.179 0.548
H -1.166 -0.309 -3.026
H -1.603 1.353 -3.448
H -2.874 0.147 -3.111
H -0.229 2.275 -1.487
H -4.047 1.824 -2.684
H -5.553 3.628 -2.000
H -5.172 4.839 0.124
H -3.259 4.197 1.565
H -1.731 2.382 0.860
```

2.
The following is a quantum chemistry calculation of a molecular structure, CsO4S in a non-equilibrium geometry, from OMol25.

Properties
LUMO level, eV: 1.47
Charge: -1
Energy above the lowest of the compared OMol25 structures with the same formula, charge and spin, kJ/mol: 54.48
HOMO-LUMO gap, eV: 4.2

```
6
CsO4S (ωB97M-V/def2-TZVPD)
Cs 10.828 -28.257 7.430
S 8.927 -31.016 8.186
O 8.324 -32.316 8.305
O 9.425 -30.742 6.827
O 7.970 -30.018 8.607
O 10.146 -31.091 8.938
```

3.
The following is a quantum chemistry calculation of 2 unconnected molecules or ions with the total composition C2N7O in a non-equilibrium geometry, from OMol25.

Properties
LUMO level (alpha / beta), eV: 2.94 / 3.13
Charge: -1
Energy above the lowest of the compared OMol25 structures with the same formula, charge and spin, kJ/mol: 274.47
HOMO-LUMO gap (alpha / beta), eV: 8.0 / 8.2

```
10
C2N7O (ωB97M-V/def2-TZVPD)
C 1.172 0.827 0.590
C -1.568 1.053 0.011
N 1.035 0.358 -0.652
N 2.039 0.219 1.383
N -2.075 0.052 -0.436
N 1.997 -0.589 -0.665
N 2.545 -0.611 0.535
N -1.585 -1.229 -0.495
N -2.075 -2.247 -0.634
O -1.486 2.166 0.363
```

4.
The following is a quantum chemistry calculation of C3H3NO3 in the gas phase, from OMol25.

Properties
LUMO level, eV: -0.51
Charge: 0
Energy above the lowest of the compared OMol25 structures with the same formula, charge and spin, kJ/mol: 152.41
HOMO-LUMO gap, eV: 9.9

```
10
C3H3NO3 (ωB97M-V/def2-TZVPD)
O -0.372 -0.458 2.672
C -0.549 -0.842 1.556
N 0.298 -0.455 0.456
C -0.256 0.465 -0.386
O -1.355 0.936 -0.187
C 0.596 0.821 -1.605
O 0.169 1.526 -2.474
H -1.367 -1.520 1.263
H 1.227 -0.842 0.355
H 1.610 0.370 -1.652
```

5.
The following is a quantum chemistry calculation of C4H8O2 in the gas phase, from OMol25.

Properties
LUMO level, eV: 1.07
Charge: 0
Energy above the lowest of the compared OMol25 structures with the same formula, charge and spin, kJ/mol: 161.98
HOMO-LUMO gap, eV: 10.5

```
14
C4H8O2 (ωB97M-V/def2-TZVPD)
C -1.363 0.284 -0.224
C -0.792 -1.134 -0.084
O 0.391 -1.160 0.685
C 1.337 -0.275 0.118
C 0.845 1.149 0.268
O -0.402 1.313 -0.375
H -1.957 0.332 -1.143
H -2.030 0.501 0.622
H -1.517 -1.769 0.436
H -0.596 -1.578 -1.075
H 2.288 -0.435 0.634
H 1.468 -0.494 -0.956
H 0.806 1.423 1.334
H 1.522 1.844 -0.241
```

6.
The following is a quantum chemistry calculation of 13 unconnected molecules or ions with the total composition C30H82BrNO14 in a non-equilibrium geometry, from OMol25.

Properties
LUMO level, eV: 0.41
Charge: 0
HOMO-LUMO gap, eV: 9.5

```
128
C30H82BrNO14 (ωB97M-V/def2-TZVPD)
C 3.412 2.216 -0.783
O 2.882 2.997 -1.850
C 1.600 3.480 -1.583
C 0.622 2.451 -1.005
C -0.827 2.560 -1.475
C -1.448 1.463 -0.598
Br -1.453 -0.343 -1.440
N -0.690 1.512 0.609
C 0.316 2.477 0.477
O 0.741 3.157 1.332
H 3.318 2.676 0.196
H 4.469 2.081 -0.983
H 2.980 1.227 -0.825
H 1.191 3.791 -2.540
H 1.605 4.377 -0.955
H 0.920 1.485 -1.415
H -1.287 3.447 -1.035
H -1.013 2.491 -2.538
H -2.501 1.600 -0.428
H -1.217 1.492 1.473
C -1.922 -0.084 -6.527
C -1.670 0.467 -5.136
O -1.205 1.817 -5.192
H -1.008 -0.044 -7.122
H -2.267 -1.118 -6.483
H -2.675 0.512 -7.049
H -0.906 -0.116 -4.626
H -2.584 0.435 -4.534
H -1.883 2.342 -5.631
C -1.696 2.977 4.235
C -1.853 3.937 3.071
O -3.084 3.709 2.375
H -1.731 1.942 3.887
H -0.748 3.140 4.750
H -2.509 3.102 4.954
H -1.059 3.792 2.344
H -1.821 4.973 3.420
H -3.806 3.842 3.000
C 1.353 -2.519 0.029
C 2.679 -2.077 0.612
O 2.851 -0.668 0.518
H 1.273 -2.230 -1.019
H 1.248 -3.603 0.104
H 0.519 -2.047 0.556
H 3.507 -2.536 0.071
H 2.752 -2.371 1.667
H 2.130 -0.250 1.003
C 6.373 0.627 2.252
C 5.988 2.095 2.228
O 4.571 2.227 2.179
H 5.979 0.121 1.369
H 7.459 0.504 2.275
H 5.950 0.128 3.125
H 6.391 2.586 1.343
H 6.371 2.615 3.113
H 4.209 1.802 2.964
C 3.697 -7.526 -0.168
C 3.387 -6.040 -0.218
O 1.991 -5.809 -0.342
H 3.330 -8.020 -1.067
H 4.772 -7.701 -0.084
H 3.201 -7.994 0.686
H 3.868 -5.579 -1.081
H 3.754 -5.542 0.689
H 1.556 -6.203 0.430
C -5.248 3.715 -0.031
C -5.646 5.175 -0.109
O -7.051 5.325 -0.327
H -5.524 3.195 -0.950
H -4.175 3.612 0.125
H -5.766 3.215 0.792
H -5.143 5.664 -0.941
H -5.373 5.697 0.814
H -7.508 4.907 0.412
C 7.756 -2.985 5.452
C 6.606 -2.072 5.822
O 5.835 -1.762 4.661
H 8.390 -2.512 4.700
H 8.368 -3.229 6.324
H 7.377 -3.904 5.023
H 6.966 -1.131 6.235
H 5.960 -2.548 6.568
H 5.512 -2.597 4.300
C 0.631 -6.163 4.504
C 1.335 -5.971 3.175
O 0.502 -6.376 2.086
H 0.347 -7.207 4.637
H 1.273 -5.865 5.333
H -0.286 -5.570 4.544
H 2.238 -6.578 3.129
H 1.618 -4.922 3.036
H -0.297 -5.834 2.109
C -1.909 -5.362 -0.807
C -3.283 -5.066 -0.231
O -3.311 -3.796 0.415
H -1.151 -5.343 -0.022
H -1.886 -6.340 -1.289
H -1.627 -4.606 -1.543
H -3.554 -5.811 0.517
H -4.041 -5.083 -1.022
H -3.082 -3.132 -0.245
C -6.936 4.967 -3.632
C -7.390 3.602 -4.109
O -6.939 2.567 -3.234
H -5.845 5.003 -3.567
H -7.276 5.753 -4.312
H -7.325 5.172 -2.635
H -6.985 3.383 -5.097
H -8.483 3.562 -4.170
H -7.307 2.751 -2.362
C 8.159 -6.011 1.663
C 6.827 -5.738 2.333
O 6.837 -4.478 3.008
H 8.964 -6.002 2.398
H 8.154 -6.979 1.160
H 8.386 -5.238 0.925
H 6.612 -6.498 3.083
H 6.017 -5.743 1.596
H 7.015 -3.795 2.350
C -9.304 9.320 -5.344
C -7.950 8.691 -5.615
O -8.040 7.269 -5.662
H -9.712 8.954 -4.402
H -9.229 10.408 -5.296
H -10.016 9.057 -6.130
H -7.248 8.939 -4.820
H -7.540 9.055 -6.562
H -8.651 7.036 -6.370
```

7.
The following is a quantum chemistry calculation of 2 unconnected molecules or ions with the total composition C2H3O3S in a non-equilibrium geometry, from OMol25.

Properties
LUMO level (alpha / beta), eV: 3.72 / 3.55
Charge: -1
Energy above the lowest of the compared OMol25 structures with the same formula, charge and spin, kJ/mol: 608.12
HOMO-LUMO gap (alpha / beta), eV: 6.9 / 5.9

```
9
C2H3O3S (ωB97M-V/def2-TZVPD)
C 2.003 -0.895 1.540
C -0.146 -0.510 0.475
O -1.322 0.197 -2.981
O -1.455 2.061 -1.393
O 1.074 -0.173 0.926
S -1.680 0.604 -1.634
H 2.787 -0.222 1.769
H -0.557 -1.462 0.508
H -0.703 0.399 0.791
```

8.
The following is a quantum chemistry calculation of C2H4N4O in the gas phase, from OMol25.

Properties
LUMO level, eV: 0.57
Charge: 0
Energy above the lowest of the compared OMol25 structures with the same formula, charge and spin, kJ/mol: 292.30
HOMO-LUMO gap, eV: 10.0

```
11
C2H4N4O (ωB97M-V/def2-TZVPD)
H -1.232 2.492 -0.652
N -1.158 1.479 -0.575
C 0.054 1.144 -0.543
O 1.100 1.999 -0.541
N 0.532 -0.209 -0.598
N -0.656 -1.190 -1.084
C -0.197 -1.187 0.076
N -0.210 -1.764 1.284
H 1.908 1.473 -0.651
H -0.705 -2.638 1.380
H 0.565 -1.598 1.905
```